# 1
ORCA calculation (ωB97M-V/def2-TZVPD) on a structure of composition C25H43Cl2F5FeN3O4Si in a non-equilibrium geometry.

- molar mass (g mol⁻¹) = 699.5
- energy relative to the best compared isomer or geometry (same formula, charge and spin) (kJ/mol) = 196.7
- calculated total energy (Eh) = -4416.50414

Structure (ORCA input):
```
! wB97M-V def2-TZVPD RIJCOSX def2/J DEFGRID3
* xyz 0 6
C 2.901 -2.193 -1.756
C 2.746 -1.396 -3.008
H 2.460 -3.197 -1.878
H 2.504 -1.699 -0.857
H 3.976 -2.350 -1.628
C 2.809 -2.000 -4.215
C 3.094 -3.426 -4.509
H 2.793 -1.375 -5.108
H 2.531 -4.174 -3.939
H 4.160 -3.641 -4.409
H 2.868 -3.585 -5.563
Fe 3.027 1.922 -0.302
Cl 3.807 3.939 -0.645
C 0.080 3.557 0.707
O 0.330 2.428 0.284
N -1.142 4.088 0.982
C -2.373 3.323 1.094
C -1.276 5.517 0.820
H 0.899 4.279 0.909
H -2.257 2.489 1.796
H -2.710 2.927 0.123
H -3.139 4.003 1.488
H -0.441 6.004 1.316
H -2.206 5.858 1.264
H -1.235 5.813 -0.232
H -2.731 1.980 5.733
H -1.263 1.250 7.301
C -2.797 1.038 5.172
C -1.212 0.225 6.899
N -1.629 0.244 5.499
H -2.827 1.217 4.094
C -1.086 -0.608 4.585
O -1.316 -0.610 3.376
H -0.184 -0.151 6.952
H -0.369 -1.316 5.066
H -3.725 0.513 5.455
H -1.848 -0.440 7.511
H -0.446 -4.341 3.839
H -0.431 -3.767 1.275
C -1.303 -4.950 3.539
C -1.382 -4.310 1.201
N -2.053 -4.294 2.489
H -1.933 -5.151 4.406
C -3.002 -3.349 2.790
O -3.435 -2.513 2.022
H -2.006 -3.847 0.430
H -3.390 -3.454 3.835
H -0.910 -5.888 3.140
H -1.146 -5.359 0.960
O 2.834 0.788 -1.717
C 2.840 0.192 -2.975
C 0.923 0.078 -4.846
C 1.846 0.784 -4.047
H 0.707 -0.973 -4.656
C 0.300 0.693 -5.959
H 3.817 0.392 -3.457
C 2.082 2.132 -4.338
H -0.342 0.105 -6.641
C 0.564 2.048 -6.220
C 1.440 2.770 -5.404
H 2.791 2.648 -3.689
H 0.067 2.555 -7.063
H 1.690 3.819 -5.592
Si -1.803 -0.404 -1.305
Cl -0.498 -1.613 -0.255
C -1.475 -1.545 -2.864
C -0.964 1.205 -1.979
C -2.991 0.091 0.170
H -1.465 -0.992 -3.814
H -2.245 -2.316 -2.917
H -0.501 -2.061 -2.848
H -3.721 -0.603 0.625
H -3.595 0.946 -0.167
H -2.464 0.468 1.065
H -0.796 1.226 -3.075
H 0.005 1.436 -1.502
H -1.668 2.024 -1.756
F 1.584 1.880 2.558
C 2.768 1.532 1.946
F 3.722 2.405 2.424
C 3.104 0.103 2.383
F 3.475 0.080 3.682
F 2.038 -0.711 2.248
F 4.149 -0.410 1.684
*
```

Löwdin atomic charge list, values in e, 4 entries: -0.057 -0.215 0.080 0.048

=====

# 2
ORCA calculation (ωB97M-V/def2-TZVPD) on a structure of composition C25H43IrN4O3SSb2.

- molar mass (g mol⁻¹) = 915.4
- calculated total energy (Eh) = -2405.15940

Structure (ORCA input):
```
! wB97M-V def2-TZVPD RIJCOSX def2/J DEFGRID3
* xyz 3 6
Ir -0.495 1.062 -0.056
C -0.122 0.781 4.043
Sb -0.096 -0.542 2.384
C 1.726 -1.540 2.855
C -1.773 -1.888 3.209
C -1.382 -3.257 3.490
C -0.530 -3.498 4.603
C -0.120 -4.753 4.921
C -0.533 -5.863 4.120
C -1.355 -5.675 3.033
C -1.835 -4.406 2.702
C -2.816 -4.263 1.625
Sb -1.812 -3.483 -0.254
C -2.938 -1.689 -0.152
C 0.223 -3.577 0.369
H 0.012 0.208 4.962
H -1.063 1.328 4.076
H 0.705 1.485 3.935
H 1.551 -2.429 3.464
H 2.324 -0.827 3.421
H 2.238 -1.818 1.937
H -2.591 -1.743 2.506
H -1.939 -1.320 4.130
H -0.220 -2.657 5.215
H 0.521 -4.916 5.781
H -0.220 -6.865 4.391
H -1.685 -6.529 2.452
H -3.554 -3.478 1.774
H -3.289 -5.200 1.338
H -3.698 -1.773 0.623
H -3.412 -1.529 -1.120
H -2.222 -0.901 0.051
H 0.659 -4.470 -0.084
H 0.267 -3.663 1.451
H 0.704 -2.691 -0.033
C -5.720 5.351 0.582
C -4.321 5.616 1.116
N -3.541 4.369 1.309
C -2.783 3.676 0.476
S -2.166 2.161 1.175
N -2.476 3.993 -0.761
C -2.796 5.203 -1.544
C -1.807 6.334 -1.301
H -6.262 6.293 0.479
H -6.284 4.713 1.264
H -5.687 4.865 -0.397
H -4.368 6.084 2.096
H -3.769 6.288 0.474
H -3.710 3.902 2.185
H -1.838 3.354 -1.217
H -3.814 5.513 -1.342
H -2.764 4.892 -2.585
H -1.798 6.644 -0.254
H -2.079 7.198 -1.910
H -0.794 6.031 -1.578
C 2.285 3.121 -0.796
C 2.560 2.043 0.196
C 3.963 1.820 0.639
O 1.652 1.335 0.666
H 2.965 3.034 -1.648
H 2.502 4.086 -0.326
H 1.253 3.105 -1.137
H 4.421 2.767 0.936
H 4.542 1.456 -0.217
H 4.023 1.099 1.449
C -0.935 2.376 -4.993
N -0.846 1.168 -4.144
C -0.854 -0.080 -4.709
C -0.785 -1.205 -3.975
C -0.693 -1.099 -2.550
O -0.606 -2.109 -1.799
N -0.672 0.158 -2.018
C -0.754 1.281 -2.791
O -0.736 2.384 -2.209
H -0.313 2.239 -5.875
H -0.578 3.229 -4.429
H -1.965 2.547 -5.299
H -0.915 -0.103 -5.789
H -0.788 -2.182 -4.434
*
```

Löwdin atomic charge list, values in e, 4 entries: 0.850 -0.296 1.373 -0.273

=====

# 3
ORCA calculation (ωB97M-V/def2-TZVPD) on a cluster of 2 separate species, C25H43N2O4 in total in a non-equilibrium geometry.

- molar mass (g mol⁻¹) = 435.6
- calculated total energy (Eh) = -1388.33555

Structure (ORCA input):
```
! wB97M-V def2-TZVPD RIJCOSX def2/J DEFGRID3
* xyz 1 1
C 1.574 -1.531 -0.191
C 1.012 -2.665 -1.180
O 0.243 -2.150 -2.302
C -1.152 -2.226 -2.063
C -1.873 -3.610 -1.845
C -3.405 -3.615 -1.605
C -4.132 -2.254 -1.619
N -3.472 -0.967 -1.810
C -4.354 0.237 -1.744
C -3.975 1.306 -0.606
C -3.328 0.693 0.732
C -2.165 1.706 1.282
C -0.725 0.960 1.315
C 0.395 1.751 2.153
C 1.857 1.754 1.474
C 1.917 2.457 0.033
C 3.342 2.134 -0.693
C 4.601 2.292 0.296
O 5.837 2.651 -0.394
C 6.266 1.584 -1.277
C -2.035 -0.925 -2.048
C -1.276 0.466 -2.302
O -1.780 0.990 -3.568
C -1.928 2.409 -3.525
C -0.618 3.347 -3.369
O -3.043 2.997 -3.590
H 2.326 -1.966 0.571
H 2.157 -0.761 -0.804
H 0.735 -1.055 0.421
H 1.930 -3.204 -1.632
H 0.467 -3.433 -0.535
H -1.218 -4.543 -1.887
H -3.959 -4.597 -1.446
H -5.273 -2.281 -1.467
H -4.277 0.796 -2.756
H -5.451 -0.089 -1.663
H -3.353 2.147 -1.091
H -4.967 1.810 -0.286
H -2.814 -0.318 0.605
H -4.159 0.595 1.509
H -2.449 2.035 2.343
H -2.038 2.610 0.571
H -0.292 0.767 0.271
H -0.894 -0.086 1.781
H 0.525 1.203 3.166
H 0.059 2.810 2.413
H 2.332 0.721 1.371
H 2.542 2.373 2.170
H 1.121 2.042 -0.699
H 1.874 3.608 0.093
H 3.519 2.812 -1.613
H 3.329 1.055 -1.080
H 4.832 1.339 0.905
H 4.390 3.168 1.020
H 7.399 1.659 -1.486
H 5.673 1.699 -2.265
H 6.032 0.586 -0.750
H -1.465 1.248 -1.492
H -0.129 0.313 -2.333
H -0.372 3.507 -2.259
H 0.242 2.862 -3.952
H -0.857 4.374 -3.822
C 1.290 -3.993 3.374
C 1.079 -2.531 3.753
C -0.294 -2.269 4.376
C -1.374 -2.630 3.395
N -2.220 -2.914 2.619
H 0.574 -4.320 2.614
H 2.291 -4.138 2.960
H 1.186 -4.644 4.247
H 1.203 -1.911 2.859
H 1.856 -2.233 4.462
H -0.392 -1.213 4.642
H -0.423 -2.861 5.286
*
```

Löwdin atomic charge list, values in e, 4 entries: -0.068 -0.211 -0.100 -0.090

=====

# 4
ORCA calculation (ωB97M-V/def2-TZVPD) on a structure of composition C25H43N4OP3Pt in a non-equilibrium geometry.

- molar mass (g mol⁻¹) = 703.6
- calculated total energy (Eh) = -2415.41400

Structure (ORCA input):
```
! wB97M-V def2-TZVPD RIJCOSX def2/J DEFGRID3
* xyz 2 5
C -3.472 -4.131 -0.336
C -2.765 -3.201 -1.101
C -3.392 -1.958 -1.212
C -4.422 -1.525 -0.380
C -5.120 -2.515 0.366
C -4.643 -3.799 0.368
C -4.352 -0.045 -0.112
C -4.367 0.656 -1.450
C -3.339 0.230 -2.291
C -2.668 1.044 -3.199
C -3.315 2.248 -3.467
C -4.462 2.644 -2.768
C -5.011 1.889 -1.767
H -3.098 -5.142 -0.313
H -5.903 -2.147 1.058
H -5.173 -4.566 0.936
H -5.059 0.334 0.612
H -2.897 2.906 -4.209
H -4.914 3.612 -2.995
H -5.772 2.273 -1.051
N -2.686 -0.886 -1.762
Pt -1.380 -0.253 -0.473
C -1.343 -3.399 -1.594
H -1.230 -3.036 -2.626
H -0.993 -4.447 -1.493
C -1.281 0.677 -3.660
H -1.217 -0.347 -4.032
H -0.906 1.402 -4.413
P -0.248 -2.429 -0.515
P -0.194 0.826 -2.192
C 0.027 2.623 -1.948
H 0.901 2.791 -1.290
H 0.187 3.042 -2.961
H -0.888 3.035 -1.490
C 1.438 0.294 -2.836
H 1.788 1.086 -3.538
H 2.140 0.152 -1.987
H 1.253 -0.646 -3.390
C -0.234 -3.217 1.080
H -0.304 -4.285 0.855
H 0.707 -3.002 1.587
H -1.085 -2.900 1.689
C 1.347 -2.703 -1.232
H 2.053 -1.983 -0.808
H 1.648 -3.714 -0.953
H 1.293 -2.617 -2.313
H -3.180 0.058 0.180
H -0.094 0.348 0.481
C 4.016 2.785 -0.183
N 3.138 2.409 0.932
C 1.951 3.262 1.054
P 3.027 0.751 1.205
O 2.509 -0.184 0.192
N 4.652 0.352 1.389
C 5.010 -1.055 1.162
C 5.490 1.052 2.363
N 2.121 0.730 2.622
C 1.669 -0.588 3.089
C 2.403 1.661 3.719
H 3.525 2.647 -1.144
H 4.937 2.193 -0.156
H 4.291 3.859 -0.114
H 1.945 3.980 0.222
H 1.025 2.673 1.013
H 1.922 3.853 1.975
H 4.509 -1.456 0.263
H 6.099 -1.102 1.006
H 4.703 -1.693 2.011
H 6.546 0.865 2.085
H 5.281 2.126 2.341
H 5.335 0.691 3.399
H 1.190 -1.168 2.289
H 2.505 -1.192 3.498
H 0.940 -0.420 3.885
H 3.468 1.660 4.009
H 2.119 2.691 3.494
H 1.817 1.314 4.582
*
```

Löwdin atomic charge list, values in e, 4 entries: -0.022 -0.225 -0.224 -0.138

=====

# 5
ORCA calculation (ωB97M-V/def2-TZVPD) on a cluster of 7 separate species, C25H43NO29S7 in total in a non-equilibrium geometry.

- molar mass (g mol⁻¹) = 1046.1
- energy relative to the best compared isomer or geometry (same formula, charge and spin) (kJ/mol) = 138.9
- calculated total energy (Eh) = -6002.22358

Structure (ORCA input):
```
! wB97M-V def2-TZVPD RIJCOSX def2/J DEFGRID3
* xyz 0 1
O 1.696 1.021 -1.059
C 0.489 1.110 -1.041
C -0.325 -0.028 -1.718
C -0.136 -1.358 -0.929
O 1.194 -1.886 -1.125
S 1.466 -3.284 -0.267
O 0.285 -3.601 0.529
O 1.601 -4.551 -1.323
C 2.549 -5.534 -0.823
C 1.972 -6.467 0.278
C 2.229 -5.982 1.734
C 3.695 -6.211 2.243
O 4.627 -6.575 1.211
N -0.267 2.204 -0.475
C -0.077 2.351 0.949
C -1.207 2.769 1.728
C -1.083 2.970 3.121
C 0.145 2.756 3.823
C 1.252 2.343 3.043
C 1.136 2.152 1.641
H 0.071 -0.129 -2.755
H -1.396 0.228 -1.835
H -0.344 -1.126 0.136
H -0.866 -2.079 -1.345
H 2.783 -6.173 -1.701
H 3.507 -5.070 -0.520
H 0.893 -6.661 0.109
H 2.483 -7.447 0.166
H 1.570 -6.594 2.392
H 1.960 -4.927 1.920
H 4.049 -5.233 2.659
H 3.670 -6.910 3.108
H 5.450 -6.127 1.450
H -0.137 3.070 -0.993
H -2.172 2.943 1.222
H -1.970 3.322 3.675
H 0.212 2.930 4.908
H 2.212 2.180 3.586
H 2.050 1.863 1.107
C 3.516 -2.387 -4.449
C 3.926 -1.741 -3.144
O 4.731 -2.726 -2.484
S 5.524 -3.588 -3.590
O 6.836 -3.059 -3.721
O 5.278 -4.964 -3.345
O 4.667 -3.126 -4.873
H 2.693 -3.091 -4.302
H 3.235 -1.654 -5.203
H 3.070 -1.470 -2.529
H 4.546 -0.858 -3.315
C 4.970 -0.522 1.492
C 5.405 -1.657 2.400
O 5.301 -1.123 3.726
S 4.086 -0.068 3.775
O 2.942 -0.733 4.288
O 4.570 1.151 4.320
O 3.893 0.114 2.189
H 5.770 0.209 1.358
H 4.636 -0.876 0.519
H 6.422 -1.986 2.199
H 4.725 -2.510 2.323
C -2.626 4.968 -4.989
C -3.429 4.898 -3.709
O -2.594 4.178 -2.794
S -1.052 4.506 -3.116
O -0.611 5.519 -2.224
O -0.356 3.276 -3.272
O -1.272 5.166 -4.565
H -2.677 4.027 -5.543
H -2.947 5.784 -5.634
H -4.381 4.388 -3.841
H -3.605 5.894 -3.297
C -6.701 7.631 -1.661
C -7.644 8.649 -2.266
O -7.353 8.626 -3.671
S -6.914 7.143 -4.099
O -8.047 6.477 -4.638
O -5.670 7.220 -4.783
O -6.652 6.564 -2.618
H -5.693 8.038 -1.551
H -7.051 7.263 -0.698
H -7.496 9.647 -1.860
H -8.687 8.354 -2.131
C 5.944 -6.967 7.523
C 4.882 -5.995 7.048
O 5.074 -5.913 5.632
S 5.601 -7.333 5.083
O 4.492 -8.063 4.583
O 6.779 -7.109 4.324
O 6.011 -7.969 6.504
H 6.922 -6.484 7.593
H 5.694 -7.416 8.482
H 4.980 -5.013 7.505
H 3.878 -6.383 7.232
C -9.176 3.889 -2.474
C -8.722 2.784 -1.544
O -8.830 3.352 -0.234
S -10.060 4.392 -0.204
O -11.198 3.737 0.331
O -9.583 5.631 0.307
O -10.259 4.531 -1.795
H -8.388 4.627 -2.628
H -9.505 3.506 -3.438
H -7.701 2.465 -1.740
H -9.388 1.920 -1.598
*
```

Löwdin atomic charge list, values in e, 4 entries: 0.106 -0.406 -0.071 -0.227